The following is a DFT calculation (the ωB97M-V functional and the def2-TZVPD basis) of C30H45MgNOP as an isolated structure.

```
79
Properties=species:S:1:pos:R:3:lowdin_charge:R:1
C 0.439 -1.623 0.576 -0.216
C -0.892 -1.879 0.076 -0.203
C -0.807 -2.178 -1.275 -0.189
H -1.839 -1.780 0.627 0.072
C 0.560 -2.166 -1.605 -0.224
C 1.341 -1.813 -0.468 -0.166
H 2.413 -1.734 -0.397 0.098
H 0.707 -1.327 1.607 0.052
H -1.648 -2.412 -1.905 0.087
H 0.960 -2.388 -2.587 0.077
C -1.002 2.193 -0.752 -0.157
C -0.662 1.749 0.509 -0.232
C 0.726 1.515 0.462 -0.373
H -1.379 1.556 1.340 0.097
C 1.318 1.924 -0.653 -0.165
C 0.207 2.303 -1.466 -0.206
H 0.279 2.642 -2.487 0.076
H -1.997 2.397 -1.070 0.090
H 1.412 1.111 1.409 0.093
H 2.365 1.925 -0.899 0.110
Mg -0.008 0.045 -0.992 0.764
O -0.307 -0.094 -4.943 -0.086
C -1.465 -0.879 -5.435 -0.044
C -0.110 -0.881 -6.202 -0.210
H -1.697 -1.757 -4.839 0.100
H -2.266 -0.297 -5.883 0.107
H 0.499 -1.778 -6.052 0.143
H 0.793 -1.885 -8.483 0.111
C 0.535 -0.834 -8.587 -0.041
C 0.041 -0.161 -7.439 -0.192
C -0.286 1.210 -7.554 -0.017
H -0.635 1.743 -6.673 0.117
C -0.130 1.868 -8.770 -0.086
H -0.377 2.923 -8.843 0.100
C 0.347 1.185 -9.893 -0.096
H 0.467 1.702 -10.841 0.095
C 0.678 -0.172 -9.786 -0.101
H 1.055 -0.709 -10.651 0.098
C 2.758 1.706 2.779 -0.092
C 1.200 1.918 2.705 -0.563
C 0.551 2.029 4.131 -0.311
C 0.778 3.373 2.235 -0.075
P -0.132 0.401 2.859 1.083
N -1.062 -0.258 1.587 -0.400
C 0.865 -1.102 3.975 -0.520
C 0.171 -1.283 5.350 -0.136
C 1.228 -2.502 3.391 -0.127
C 2.238 -0.632 4.358 -0.180
C -2.049 -0.934 2.646 -0.589
C -2.335 -0.152 3.957 -0.174
C -3.309 -0.428 1.839 -0.084
C -1.802 -2.397 2.870 -0.076
H 3.146 2.623 2.379 0.059
H 3.299 0.926 2.239 0.075
H 3.091 1.741 3.841 0.075
H 1.258 2.731 4.531 0.060
H -0.416 2.420 4.138 0.047
H 0.603 1.200 4.806 0.016
H 1.310 3.999 2.956 0.074
H -0.287 3.608 2.318 0.090
H 1.139 3.729 1.311 0.062
H -0.804 -1.782 5.430 0.058
H 0.817 -1.959 5.940 0.073
H 0.111 -0.378 5.961 0.072
H 2.002 -2.475 2.633 0.068
H 1.675 -3.083 4.221 0.072
H 0.461 -3.193 3.018 0.058
H 2.948 -0.616 3.523 0.071
H 2.318 0.262 4.991 0.074
H 2.691 -1.378 5.025 0.070
H -2.672 0.847 3.827 0.058
H -3.165 -0.776 4.309 0.079
H -1.656 -0.064 4.814 0.034
H -3.384 -0.564 0.755 0.074
H -4.097 -0.997 2.296 0.051
H -3.534 0.654 1.954 0.084
H -1.389 -3.075 2.117 0.076
H -1.370 -2.711 3.844 0.069
H -2.832 -2.674 2.964 0.064
```

Output
E_HOMO (Eh): -0.0571
Molar mass (g mol⁻¹): 490.97
Energy (eV): -50096.9289
Orbital gap (Eh): 0.1427
Charge: -1



The following is a DFT calculation (the ωB97M-V functional and the def2-TZVPD basis) of C30H45NO2OsP2S2 as an isolated structure.

```
83
Properties=species:S:1:pos:R:3:lowdin_charge:R:1
Os 1.611 -1.089 -0.563 0.938
C -0.341 -0.917 0.351 -0.346
C -0.197 -2.186 -0.282 -0.357
C 1.385 -2.049 1.408 -0.296
C 0.564 -0.872 1.444 -0.291
C 0.917 -2.864 0.303 -0.383
C -1.455 0.076 0.159 -0.016
H -1.629 0.230 -0.908 0.039
H -1.198 1.051 0.586 0.061
H -2.392 -0.307 0.613 0.119
C 0.382 0.062 2.589 -0.001
H -0.472 -0.240 3.225 0.122
H 0.157 1.066 2.206 0.052
H 1.266 0.157 3.224 0.074
C 2.385 -2.400 2.467 -0.002
H 2.097 -1.947 3.431 0.096
H 3.402 -2.083 2.218 0.076
H 2.391 -3.477 2.636 0.089
C 1.452 -4.163 -0.159 -0.017
H 1.750 -4.777 0.707 0.094
H 2.354 -3.977 -0.786 0.094
H 0.676 -4.706 -0.735 0.099
C -1.019 -2.570 -1.461 -0.028
H -1.610 -3.463 -1.251 0.103
H -0.381 -2.782 -2.316 0.037
H -1.690 -1.743 -1.751 0.079
C -1.368 3.909 -1.453 0.056
C -2.501 3.252 -1.703 0.067
C -3.181 2.930 -3.014 -0.118
C -2.908 1.550 -3.633 -0.118
C -1.431 1.203 -3.869 -0.361
C -0.447 1.792 -2.995 -0.247
C 0.478 2.918 -2.907 -0.203
C -0.245 4.206 -2.395 -0.078
H -2.968 3.687 -3.772 0.127
H -3.496 1.446 -4.562 0.133
H -4.261 2.951 -2.809 0.142
H -0.584 4.838 -3.238 0.152
H -1.229 4.330 -0.445 0.141
H -3.097 2.931 -0.825 0.164
H 0.509 4.765 -1.833 0.118
H 1.265 2.664 -2.192 0.097
H -0.342 1.203 -2.068 0.082
H 0.984 3.194 -3.823 0.067
H -3.320 0.790 -2.949 0.130
H -1.397 0.068 -3.883 0.134
P -0.079 1.352 -5.134 0.897
C -0.140 3.068 -5.765 -0.146
C -0.914 0.489 -6.505 -0.158
P 1.728 -0.561 -3.058 0.799
C 1.501 0.620 -4.724 -0.405
C 1.083 -1.967 -4.135 -0.282
C 3.485 -0.689 -3.712 -0.289
H 0.743 3.685 -5.555 0.071
H -1.010 3.619 -5.393 0.067
H -0.208 3.059 -6.857 0.068
H -0.600 0.917 -7.464 0.067
H -1.991 0.660 -6.394 0.065
H -0.684 -0.579 -6.486 0.061
H 3.524 -0.437 -4.777 0.040
H 3.841 -1.714 -3.607 0.054
H 4.122 0.024 -3.186 0.023
H 2.314 1.370 -4.723 0.079
H 1.751 -0.003 -5.608 0.056
H 1.641 -2.859 -3.849 0.053
H 1.255 -1.791 -5.200 0.036
H 0.009 -2.082 -4.001 0.015
O 0.036 3.008 1.257 -0.315
S 1.413 3.378 0.995 0.675
O 1.676 4.741 0.616 -0.268
N 2.079 2.251 -0.071 -0.080
C 2.858 1.375 0.538 -0.664
S 3.519 -0.033 -0.298 0.612
C 3.165 1.687 1.932 -0.237
C 3.881 0.970 2.894 -0.020
C 3.838 1.363 4.234 -0.021
C 3.168 2.562 4.600 -0.012
C 2.453 3.276 3.635 -0.017
C 2.445 2.830 2.326 -0.224
H 4.481 0.118 2.566 0.112
H 4.357 0.795 4.992 0.116
H 3.192 2.890 5.627 0.117
H 1.931 4.203 3.879 0.134
```

Output
⟨S²⟩: 6.025
E_HOMO (alpha / beta) (Eh): -0.4109 / -0.4725
Molar mass (g mol⁻¹): 768.01
Multiplicity: 5
Energy (eV): -80117.8120
Orbital gap (alpha / beta) (Eh): 0.1943 / 0.0983
Charge: +2
ΔE to the lowest compared entry with this formula, charge and spin (kcal per mole): 86.9



The following is a DFT calculation (the ωB97M-V functional and the def2-TZVPD basis) of C30H45NO4P2Sn as an isolated structure.

```
83
Properties=species:S:1:pos:R:3:lowdin_charge:R:1
Sn -2.104 -0.148 2.241 1.678
C 2.074 -3.076 -0.534 -0.141
C 2.827 -2.090 0.167 -0.142
C 1.316 -3.010 1.632 -0.191
C 1.137 -3.637 0.378 -0.051
C 2.334 -2.026 1.496 -0.066
C 2.294 -3.535 -1.920 -0.012
H 2.626 -2.714 -2.568 0.090
H 1.366 -3.948 -2.338 0.091
H 3.057 -4.331 -1.968 0.121
C 0.184 -4.732 0.104 0.055
H 0.394 -5.182 -0.872 0.099
H -0.852 -4.361 0.110 0.096
H 0.255 -5.523 0.866 0.127
C 0.660 -3.432 2.887 -0.019
H 0.946 -4.465 3.145 0.110
H -0.438 -3.409 2.805 0.067
H 0.972 -2.790 3.716 0.084
C 2.857 -1.184 2.591 0.037
H 3.611 -1.714 3.199 0.142
H 2.043 -0.884 3.265 0.098
H 3.324 -0.275 2.200 0.097
C 3.958 -1.301 -0.363 -0.010
H 4.920 -1.626 0.070 0.119
H 3.840 -0.230 -0.136 0.083
H 4.038 -1.395 -1.452 0.086
C -0.833 0.268 -1.961 -0.103
C 0.379 -0.147 -2.327 -0.097
C 1.622 0.679 -2.505 -0.165
C 1.633 2.058 -1.822 -0.219
C 1.469 1.979 -0.349 -0.096
C 0.330 2.100 0.347 -0.142
C -1.084 2.091 -0.180 -0.236
C -1.252 1.670 -1.653 -0.231
H 1.836 0.835 -3.571 0.129
H 0.865 2.721 -2.239 0.010
H 2.477 0.101 -2.120 0.081
H -0.722 2.376 -2.294 0.020
H -1.643 -0.472 -1.851 0.104
H 0.498 -1.208 -2.611 0.099
H -2.314 1.759 -1.920 0.122
H -1.714 1.402 0.437 -0.047
H 0.399 2.226 1.438 0.090
H -1.549 3.084 -0.023 0.100
H 2.593 2.553 -2.054 0.131
H 2.401 1.755 0.176 0.100
P -0.387 4.746 -2.220 0.815
C -1.782 4.847 -3.408 -0.283
C 0.920 5.623 -3.168 -0.273
P 0.063 5.897 0.608 0.787
C -0.929 6.014 -0.983 -0.580
C 1.388 7.116 0.194 -0.313
C -1.025 7.002 1.599 -0.330
H -2.709 4.544 -2.903 0.039
H -1.578 4.152 -4.235 0.045
H -1.884 5.869 -3.798 0.049
H 0.524 6.541 -3.620 0.049
H 1.250 4.942 -3.966 0.043
H 1.783 5.859 -2.533 0.023
H -1.130 7.994 1.143 0.047
H -0.585 7.101 2.597 0.034
H -2.010 6.527 1.683 0.030
H -1.984 5.811 -0.717 0.044
H -0.853 7.030 -1.421 0.060
H 1.962 7.291 1.112 0.038
H 0.966 8.068 -0.153 0.048
H 2.060 6.706 -0.570 0.015
O -3.331 -1.794 2.486 -0.290
C -2.903 -2.666 1.580 -0.557
O -2.088 -2.287 0.685 -0.065
C -3.291 -4.114 1.815 -0.130
C -3.240 -4.582 3.147 0.007
C -3.066 -5.939 3.393 0.037
C -3.021 -6.813 2.294 -0.123
C -3.407 -6.400 0.995 0.044
C -3.465 -5.028 0.750 -0.002
N -2.201 -7.979 2.473 -0.312
O -1.697 -8.122 3.612 0.071
O -1.968 -8.750 1.526 0.097
H -3.244 -3.900 3.990 0.127
H -2.917 -6.318 4.401 0.137
H -3.599 -7.147 0.230 0.136
H -3.653 -4.655 -0.259 0.136
```

Output
E_HOMO (alpha / beta) (Eh): -0.4482 / -0.4482
Molar mass (g mol⁻¹): 664.35
Energy (eV): -65906.7865
Orbital gap (alpha / beta) (Eh): 0.1185 / 0.1185
Charge: +2
ΔE to the lowest compared entry with this formula, charge and spin (kcal per mole): 7.1